# 1
The following is a DFT calculation (ωB97M-V/def2-TZVPD) of 7 unconnected molecules or ions with the total composition C49H113N7O10 at a distorted geometry.

Summary:
HOMO level: -7.914 eV
energy: -83535.5111 eV
frontier orbital gap: 8.44 eV
SMILES string: CC1(C)CCCC(C)(C)N1O.CC1(C)CCCC(C)(C)N1O.CC1(C)CCCC(C)(C)N1O.COC[C@H](C)N.COCCNCCOC.COCCNCCOC.COCCNCCOC
total charge: 0
spin multiplicity: 1
energy above the lowest of the compared OMol25 structures with the same formula, charge and spin: 708.1 kJ/mol
M: 960.48 g/mol

The geometry in XYZ format:
```
179
Properties=species:S:1:pos:R:3:lowdin_charge:R:1
C 2.40 5.42 1.64 -0.031
C 2.64 5.84 0.13 -0.445
C 1.95 7.12 -0.26 -0.277
O 1.98 7.38 -1.60 -0.161
C 0.97 6.77 -2.46 -0.062
N 4.05 6.00 -0.02 0.043
H 1.39 5.09 1.90 0.067
H 2.46 6.30 2.27 0.045
H 3.01 4.54 1.86 0.074
H 2.14 5.08 -0.47 0.114
H 2.48 7.91 0.27 0.131
H 0.97 6.93 0.19 0.124
H 0.84 5.69 -2.38 0.065
H 1.25 6.86 -3.50 0.090
H -0.01 7.16 -2.17 0.086
H 4.30 6.50 -0.85 0.071
H 4.29 6.65 0.72 0.068
C -2.13 -5.26 2.14 -0.113
O -2.37 -5.13 0.75 -0.190
C -1.47 -5.98 0.06 -0.202
C -1.48 -5.31 -1.38 -0.178
N -2.78 -5.36 -2.07 -0.061
C -3.24 -6.69 -2.50 -0.182
C -4.64 -6.44 -3.09 -0.220
O -5.54 -5.94 -2.12 -0.198
C -6.96 -6.06 -2.41 -0.084
H -3.13 -5.20 2.59 0.093
H -1.54 -4.42 2.50 0.070
H -1.47 -6.02 2.57 0.089
H -1.64 -7.05 -0.10 0.112
H -0.53 -5.88 0.60 0.111
H -0.73 -5.75 -2.03 0.111
H -1.31 -4.25 -1.17 0.087
H -3.47 -5.06 -1.40 0.094
H -3.31 -7.35 -1.63 0.112
H -2.49 -7.05 -3.20 0.114
H -5.00 -7.40 -3.46 0.120
H -4.60 -5.64 -3.84 0.123
H -7.14 -5.70 -3.42 0.083
H -7.67 -5.51 -1.79 0.078
H -7.44 -7.03 -2.24 0.078
C 1.85 -2.51 5.44 -0.085
O 1.00 -3.41 6.17 -0.243
C 0.53 -2.99 7.47 -0.170
C -0.44 -1.81 7.25 -0.210
N -1.27 -1.63 8.44 -0.089
C -2.00 -0.37 8.43 -0.182
C -3.11 -0.65 9.52 -0.125
O -3.77 -1.93 9.15 -0.229
C -5.16 -1.98 9.02 -0.127
H 1.91 -2.90 4.43 0.085
H 2.84 -2.56 5.90 0.085
H 1.39 -1.52 5.53 0.059
H 1.47 -2.84 8.01 0.118
H 0.04 -3.82 7.98 0.118
H -0.97 -1.91 6.31 0.124
H 0.15 -0.89 7.29 0.110
H -2.00 -2.33 8.47 0.089
H -2.51 -0.26 7.47 0.095
H -1.34 0.49 8.53 0.115
H -3.92 0.09 9.54 0.102
H -2.82 -0.63 10.57 0.114
H -5.61 -1.67 9.96 0.085
H -5.62 -2.89 8.63 0.087
H -5.58 -1.30 8.27 0.078
C -2.69 1.75 5.04 -0.115
O -2.78 3.14 4.98 -0.216
C -2.77 3.86 6.16 -0.219
C -3.09 5.35 5.64 -0.164
N -1.87 5.86 4.93 -0.038
C -1.04 6.51 5.97 -0.216
C -0.19 7.74 5.64 -0.183
O 1.15 7.36 5.12 -0.213
C 1.56 8.28 4.02 -0.094
H -2.96 1.28 4.09 0.094
H -3.58 1.40 5.57 0.080
H -1.78 1.46 5.58 0.080
H -1.77 3.76 6.58 0.112
H -3.47 3.51 6.91 0.114
H -3.60 5.87 6.44 0.105
H -3.91 5.22 4.93 0.102
H -1.32 5.11 4.55 0.093
H -0.38 5.76 6.40 0.114
H -1.76 6.87 6.71 0.106
H 0.16 8.15 6.58 0.115
H -0.71 8.47 5.03 0.117
H 1.11 8.01 3.06 0.066
H 2.61 8.15 3.78 0.071
H 1.37 9.32 4.30 0.080
C 6.72 0.93 -4.93 -0.028
C 5.21 1.28 -5.32 -0.481
C 4.33 0.01 -4.94 -0.121
C 4.07 -0.10 -3.45 -0.169
C 3.38 1.28 -3.00 -0.103
C 4.24 2.54 -3.36 -0.475
N 4.90 2.51 -4.69 -0.126
O 5.76 3.61 -4.87 0.008
C 3.42 3.85 -3.24 -0.019
C 5.26 2.55 -2.25 -0.061
C 5.18 1.54 -6.80 -0.048
H 7.50 1.55 -5.37 0.076
H 7.10 -0.08 -5.08 0.079
H 6.82 1.01 -3.85 0.059
H 3.28 0.06 -5.20 0.105
H 4.60 -0.95 -5.38 0.121
H 4.93 -0.42 -2.86 0.100
H 3.32 -0.88 -3.28 0.090
H 3.14 1.28 -1.94 0.098
H 2.38 1.21 -3.41 0.103
H 2.53 3.79 -3.87 0.082
H 2.86 3.90 -2.31 0.058
H 4.10 4.69 -3.34 0.086
H 5.92 3.40 -2.40 0.084
H 4.82 2.63 -1.26 0.086
H 5.91 1.68 -2.09 0.072
H 5.69 0.66 -7.21 0.079
H 5.79 2.35 -7.21 0.083
H 4.19 1.57 -7.25 0.085
H 6.64 3.29 -4.64 0.078
C 1.14 -3.41 -4.92 -0.035
C -0.33 -3.12 -5.22 -0.429
C -0.63 -1.93 -6.23 -0.136
C -0.48 -2.32 -7.71 -0.162
C -1.29 -3.62 -8.01 -0.130
C -1.13 -4.83 -7.05 -0.455
N -1.15 -4.35 -5.61 -0.120
O -1.10 -5.40 -4.73 -0.033
C -2.41 -5.69 -7.30 -0.043
C 0.15 -5.64 -7.39 -0.022
C -1.01 -2.66 -3.91 -0.055
H 1.54 -2.53 -4.43 0.062
H 1.86 -3.47 -5.74 0.072
H 1.33 -4.18 -4.17 0.086
H -1.60 -1.46 -6.05 0.112
H 0.01 -1.09 -5.99 0.108
H 0.59 -2.46 -7.89 0.105
H -0.85 -1.44 -8.22 0.106
H -0.90 -3.90 -8.99 0.108
H -2.36 -3.45 -8.11 0.106
H -2.42 -6.21 -8.26 0.083
H -2.49 -6.44 -6.51 0.064
H -3.38 -5.20 -7.21 0.074
H 0.14 -6.59 -6.84 0.079
H 0.53 -5.68 -8.41 0.082
H 0.96 -5.12 -6.88 0.053
H -0.73 -1.65 -3.61 0.063
H -0.67 -3.29 -3.08 0.056
H -2.09 -2.51 -3.90 0.091
H -1.98 -5.40 -4.35 0.064
C -0.24 1.01 -1.25 -0.030
C -1.16 0.62 -0.06 -0.466
C -1.41 -0.89 0.01 -0.155
C -0.28 -1.72 0.59 -0.183
C 0.18 -1.26 1.93 -0.120
C 0.32 0.28 2.07 -0.472
N -0.68 1.07 1.28 -0.111
O -0.72 2.47 1.32 -0.006
C 0.06 0.67 3.50 -0.052
C 1.72 0.74 1.66 -0.014
C -2.60 1.12 -0.37 -0.042
H -0.43 0.62 -2.25 0.079
H 0.78 0.63 -1.20 0.041
H -0.02 2.07 -1.13 0.081
H -2.35 -1.09 0.52 0.123
H -1.47 -1.30 -1.00 0.109
H 0.51 -1.55 -0.15 0.114
H -0.54 -2.78 0.53 0.099
H 1.21 -1.55 2.13 0.104
H -0.41 -1.82 2.65 0.114
H 0.92 0.37 4.08 0.076
H 0.05 1.75 3.58 0.088
H -0.72 0.11 4.04 0.068
H 2.08 1.70 2.02 0.082
H 2.47 0.01 1.97 0.082
H 1.73 0.84 0.57 0.063
H -3.14 1.37 0.54 0.080
H -3.19 0.46 -0.99 0.087
H -2.61 2.07 -0.90 0.078
H -1.68 2.56 1.39 0.085
```

# 2
The following is a DFT calculation (ωB97M-V/def2-TZVPD) of a molecular structure, C17H15BCl3F4N6O3PdSi.

Summary:
HOMO level (alpha / beta): -5.514 / -5.512 eV
energy: -93438.7777 eV
frontier orbital gap (alpha / beta): 7.03 / 7.03 eV
total charge: -1
spin multiplicity: 1
energy above the lowest of the compared OMol25 structures with the same formula, charge and spin: 0.0 kJ/mol
M: 679.01 g/mol

The geometry in XYZ format:
```
51
Properties=species:S:1:pos:R:3:nbo_charge:R:1
Pd -0.06 0.08 0.62 0.613
C 3.92 -1.29 -1.04 -0.263
C 2.54 -1.18 -0.96 0.062
N 1.93 -0.05 -0.57 -0.467
C 2.69 1.02 -0.36 0.089
C 4.08 1.03 -0.49 -0.056
C 4.70 -0.17 -0.79 -0.152
C 4.85 2.26 -0.25 -0.148
C 4.53 3.52 -0.52 -0.228
C 3.43 4.06 -1.35 0.191
C 3.10 5.41 -1.28 -0.289
C 2.10 5.87 -2.11 0.076
N 1.46 5.08 -2.97 -0.441
C 1.85 3.81 -2.96 0.261
N 2.79 3.26 -2.20 -0.454
H 4.37 -2.24 -1.30 0.221
H 1.90 -2.01 -1.19 0.222
H 2.18 1.91 -0.02 0.206
H 5.78 -0.23 -0.83 0.207
H 5.80 2.11 0.26 0.207
H 5.20 4.29 -0.13 0.205
H 3.61 6.07 -0.59 0.217
H 1.78 6.91 -2.09 0.199
H 1.34 3.14 -3.66 0.188
O -0.80 0.44 2.98 -0.474
N 0.34 0.48 3.45 0.318
O 1.25 0.35 2.60 -0.548
F -3.35 -1.23 -1.65 -0.557
B -2.79 -0.01 -1.31 1.351
F -1.38 0.00 -1.61 -0.583
F -3.39 1.05 -2.08 -0.592
F -2.94 0.27 0.06 -0.563
N -2.98 4.07 -2.21 -0.809
C -2.21 4.89 -1.45 0.659
O -2.18 6.10 -1.59 -0.639
C -1.37 4.22 -0.40 -0.185
C -0.98 4.97 0.70 -0.108
C -0.20 4.38 1.67 -0.268
C 0.18 3.06 1.51 0.068
N -0.18 2.34 0.45 -0.511
C -0.95 2.91 -0.49 0.082
H -3.54 4.50 -2.92 0.399
H -3.07 3.08 -2.04 0.440
H -1.30 6.00 0.77 0.236
H 0.12 4.93 2.55 0.220
H 0.80 2.55 2.24 0.230
H -1.19 2.28 -1.34 0.241
Cl -1.70 -2.81 2.25 -0.373
Si -0.22 -2.16 0.99 1.123
Cl 1.54 -2.97 1.78 -0.422
Cl -0.48 -3.22 -0.77 -0.398
```

# 3
The following is a DFT calculation (ωB97M-V/def2-TZVPD) of 8 unconnected molecules or ions with the total composition C32H48O16 at a distorted geometry.

Summary:
HOMO level: -9.690 eV
energy: -66722.0971 eV
frontier orbital gap: 9.49 eV
SMILES string: O=C1CCCO1.O=C1CCCO1.O=C1CCCO1.O=C1CCCO1.O=C1CCCO1.O=C1CCCO1.O=C1CCCO1.O=C1CCCO1
total charge: 0
spin multiplicity: 1
energy above the lowest of the compared OMol25 structures with the same formula, charge and spin: 213.7 kJ/mol
M: 688.72 g/mol

The geometry in XYZ format:
```
96
Properties=species:S:1:pos:R:3:lowdin_charge:R:1
O -0.21 -5.96 -3.94 0.123
C -0.88 -5.49 -3.05 -0.510
O -1.78 -4.53 -3.34 0.026
C -2.56 -4.20 -2.19 -0.134
C -1.85 -4.89 -0.98 -0.138
C -1.08 -5.98 -1.68 -0.089
H -3.53 -4.68 -2.34 0.125
H -2.69 -3.12 -2.17 0.104
H -2.54 -5.26 -0.23 0.109
H -1.22 -4.18 -0.43 0.104
H -1.76 -6.84 -1.78 0.143
H -0.13 -6.29 -1.26 0.133
O -0.10 1.88 1.46 0.117
C -0.55 1.29 0.52 -0.474
O -0.59 1.79 -0.73 0.040
C -0.92 0.77 -1.69 -0.135
C -0.87 -0.55 -0.94 -0.122
C -1.08 -0.11 0.50 -0.081
H -0.18 0.80 -2.49 0.094
H -1.93 1.02 -2.05 0.134
H 0.17 -0.85 -1.12 0.104
H -1.63 -1.27 -1.22 0.104
H -0.74 -0.70 1.35 0.084
H -2.18 -0.13 0.58 0.138
O 4.16 5.39 4.13 0.124
C 3.75 4.27 4.06 -0.521
O 2.85 3.88 3.19 0.044
C 2.61 2.46 3.24 -0.120
C 2.85 2.22 4.78 -0.151
C 4.08 3.10 4.98 -0.077
H 3.16 1.80 2.58 0.129
H 1.54 2.36 3.06 0.078
H 3.05 1.20 5.11 0.100
H 1.95 2.59 5.27 0.111
H 4.92 2.53 4.58 0.128
H 4.23 3.57 5.94 0.127
O -1.84 1.09 -8.45 0.109
C -1.42 0.49 -7.50 -0.491
O -0.65 -0.59 -7.65 0.032
C 0.09 -0.89 -6.41 -0.118
C -0.65 -0.09 -5.36 -0.162
C -1.28 1.07 -6.09 -0.053
H 1.13 -0.64 -6.61 0.120
H 0.05 -1.98 -6.34 0.120
H 0.05 0.16 -4.56 0.079
H -1.33 -0.83 -4.94 0.129
H -0.59 1.91 -6.21 0.134
H -2.25 1.39 -5.73 0.124
O 1.81 -1.30 1.16 0.113
C 1.70 -2.04 2.10 -0.493
O 0.56 -2.68 2.39 0.001
C 0.56 -3.25 3.75 -0.098
C 2.04 -3.36 4.04 -0.148
C 2.61 -2.17 3.28 -0.080
H 0.09 -4.23 3.68 0.124
H -0.11 -2.59 4.30 0.116
H 2.46 -4.33 3.79 0.121
H 2.44 -3.23 5.05 0.122
H 3.70 -2.15 3.15 0.134
H 2.52 -1.23 3.85 0.125
O 1.30 -3.92 -5.20 0.142
C 1.97 -3.14 -4.60 -0.465
O 1.32 -2.35 -3.68 -0.007
C 2.12 -1.28 -3.21 -0.178
C 3.17 -1.14 -4.30 -0.153
C 3.34 -2.55 -4.90 -0.046
H 2.71 -1.53 -2.32 0.131
H 1.52 -0.38 -3.11 0.094
H 4.11 -0.73 -3.93 0.115
H 2.85 -0.47 -5.10 0.101
H 4.03 -3.11 -4.26 0.129
H 3.56 -2.63 -5.96 0.128
O -3.20 7.78 1.97 0.121
C -3.00 6.72 1.47 -0.468
O -2.53 6.61 0.20 0.007
C -2.24 5.24 -0.18 -0.144
C -2.53 4.39 1.03 -0.161
C -2.87 5.35 2.16 -0.069
H -1.17 5.25 -0.39 0.127
H -2.86 5.05 -1.05 0.122
H -1.71 3.73 1.31 0.087
H -3.41 3.78 0.81 0.115
H -2.03 5.49 2.84 0.131
H -3.77 5.10 2.71 0.116
O -2.92 3.34 4.62 0.123
C -2.32 2.31 4.56 -0.456
O -1.02 2.23 5.01 0.038
C -0.52 0.91 4.72 -0.161
C -1.63 0.05 4.09 -0.139
C -2.70 1.08 3.80 -0.068
H -0.13 0.46 5.63 0.125
H 0.26 1.02 3.97 0.092
H -1.92 -0.67 4.85 0.113
H -1.26 -0.45 3.19 0.078
H -3.68 0.72 4.10 0.131
H -2.80 1.31 2.73 0.118
```

The lowest total charge belongs to which entry?
C17H15BCl3F4N6O3PdSi

Which value of energy above the lowest of the compared OMol25 structures with the same formula, charge and spin does entry 2 give?
0.0 kJ/mol

The lowest M belongs to which entry?
C17H15BCl3F4N6O3PdSi

What is the spin multiplicity in the third record?
1